The following is a quantum chemistry calculation of a structure of composition C18H24N8ReS4, from the OMol25 dataset.

```
55
Properties=species:S:1:pos:R:3:nbo_charge:R:1
Re 0.4322 0.2698 0.4903 0.77
C -4.3724 -2.2220 -1.1661 -0.74
S -3.9877 -0.4943 -0.8249 0.43
C -2.4367 -0.6183 -0.1086 -0.12
S -1.7842 0.9027 0.5533 0.09
N -1.7680 -1.7315 -0.0532 -0.38
N -0.5943 -1.5276 0.6785 -0.29
C -0.3366 -2.3379 1.6370 0.12
C 0.6508 -1.8536 2.5883 0.12
C 1.0754 -2.5837 3.6798 -0.18
C 1.9136 -1.9798 4.6082 -0.10
C 2.2877 -0.6627 4.4090 -0.21
C 1.8308 0.0125 3.2896 0.08
N 1.0245 -0.5591 2.3798 -0.47
H -5.3599 -2.2120 -1.6227 0.26
H -4.3992 -2.7906 -0.2402 0.24
H -3.6505 -2.6497 -1.8562 0.24
H -0.9280 -3.2325 1.7991 0.25
H 0.7404 -3.6048 3.8050 0.26
H 2.2542 -2.5269 5.4771 0.26
H 2.9150 -0.1416 5.1189 0.26
H 2.0903 1.0476 3.1206 0.23
N 2.5436 2.7970 -1.7301 -0.74
C 2.9761 1.6790 -2.6593 -0.05
C 3.8560 0.6674 -1.9171 -0.45
C 3.1716 -0.5619 -1.3089 -0.05
N 2.6092 -0.3032 0.0588 -0.82
C 2.0970 -1.1521 -2.2097 -0.43
C 1.0927 -0.1210 -2.7049 -0.06
N 0.1443 0.3214 -1.6331 -0.87
C 1.7955 1.0457 -3.3939 -0.44
H 3.2880 3.4834 -1.6042 0.44
H 2.2673 2.4551 -0.8053 0.44
H 1.6829 3.2769 -2.0515 0.46
H 3.5869 2.1795 -3.4079 0.25
H 4.4625 1.1758 -1.1594 0.23
H 4.5785 0.2852 -2.6403 0.27
H 3.9598 -1.3055 -1.1880 0.23
H 3.2288 0.3318 0.5570 0.40
H 2.6982 -1.1813 0.5652 0.41
H 1.5818 -1.9678 -1.6941 0.23
H 2.5815 -1.6013 -3.0793 0.26
H 0.4762 -0.5960 -3.4669 0.24
H -0.7278 -0.1890 -1.7749 0.42
H -0.1306 1.3247 -1.7799 0.43
H 1.0798 1.8086 -3.7088 0.25
H 2.2097 0.6368 -4.3184 0.26
S -0.6163 3.3880 -1.7702 -0.09
C -0.7287 3.9862 -0.1892 -0.18
C -1.7051 5.0330 -0.0105 0.18
N -2.4949 5.8589 0.1180 -0.15
C 0.0040 3.6447 0.9434 -0.32
S 1.1430 2.3519 1.1210 0.12
C -0.0980 4.4267 2.1385 0.19
N -0.1178 5.0248 3.1218 -0.18
```

Computed properties:
LUMO (alpha / beta)	-0.3111 / -0.2923	hartree
relative energy (zero: lowest compared OMol25 entry of this formula, charge and spin)	1.456	eV
multiplicity	2
highest occupied orbital energy (alpha / beta)	-13.8 / -14.2	eV
HOMO-LUMO gap (alpha / beta)	5.32 / 6.25	eV
net charge	+2
F_max	0.009	hartree/bohr

***

The following is a quantum chemistry calculation of a structure of composition C2H4Cl2K in a non-equilibrium geometry, from the OMol25 dataset.

```
9
Properties=species:S:1:pos:R:3:nbo_charge:R:1
Cl -1.7108 -0.1054 -0.4929 -0.06
Cl 1.0415 0.1142 -1.4436 -0.06
C 0.4013 0.1198 1.1892 -0.65
C -0.0077 -0.4804 -0.1336 -0.19
H -0.2384 -0.2710 1.9983 0.25
H 0.3050 1.2183 1.1641 0.23
H 1.4501 -0.1363 1.4151 0.25
H 0.0772 -1.5861 -0.1433 0.24
K -1.3184 1.1270 -3.5532 0.99
```

Computed properties:
LUMO	-0.1465	hartree
relative energy (zero: lowest compared OMol25 entry of this formula, charge and spin)	0.000	eV
multiplicity	1
highest occupied orbital energy	-14.9	eV
HOMO-LUMO gap	10.94	eV
net charge	+1
F_max	0.020	hartree/bohr

***

The following is a quantum chemistry calculation of the molecule C5H6BrNO in a non-equilibrium geometry, from the OMol25 dataset.

```
14
Properties=species:S:1:pos:R:3:nbo_charge:R:1
C 0.6646 -0.2473 1.2013 -0.13
C 0.9803 0.2545 -0.0814 -0.27
C -1.4371 -1.8159 -0.7637 0.31
C -0.7370 -0.7204 1.4226 -0.31
C 0.1351 0.3835 -1.2306 0.07
N -1.3161 -1.2641 0.2762 -0.52
O 0.7770 1.0813 -2.2499 -0.69
Br -1.2749 1.7959 -0.6747 -0.13
H 1.4076 -0.2464 2.0182 0.23
H 1.8231 0.9484 -0.1791 0.21
H -0.2788 -0.5509 -1.8609 0.28
H -0.7527 -1.4048 2.2955 0.23
H -1.3800 0.1006 1.7395 0.25
H 1.3890 1.6855 -1.9130 0.46
```

Computed properties:
LUMO	-0.0027	hartree
relative energy (zero: lowest compared OMol25 entry of this formula, charge and spin)	3.051	eV
multiplicity	1
highest occupied orbital energy	-9.6	eV
HOMO-LUMO gap	9.51	eV
F_max	0.102	hartree/bohr

***

The following is a quantum chemistry calculation of a structure of composition C3H3O2Rb in a non-equilibrium geometry, from the OMol25 dataset.

```
9
Properties=species:S:1:pos:R:3:nbo_charge:R:1
C -1.8887 -0.8909 -0.1355 -0.83
C -2.6791 -0.6074 0.9038 0.23
H -1.5461 -1.9408 -0.2703 0.28
H -2.1986 -0.5498 -1.1475 0.29
H -0.1154 0.1602 -0.0273 -0.07
O 0.5214 2.1704 -0.5669 -0.72
C 0.9045 1.1149 -0.1140 0.71
O 1.9588 0.8205 0.4648 -0.89
Rb 5.0431 -0.2771 0.8929 0.99
```

Computed properties:
LUMO	-0.0567	hartree
relative energy (zero: lowest compared OMol25 entry of this formula, charge and spin)	3.662	eV
multiplicity	1
highest occupied orbital energy	-6.5	eV
HOMO-LUMO gap	5.00	eV
F_max	0.073	hartree/bohr